The following is a quantum chemistry calculation of a structure of composition C29H64Cl4CsF2N5O13PS, from the Open Molecules 2025 dataset.

Structure (XYZ):
```
120
C29H64Cl4CsF2N5O13PS | the Open Molecules 2025 dataset | ωB97M-V with the def2-TZVPD basis set
C 1.487 -3.679 2.622
C 2.058 -2.153 2.600
C 0.864 -1.236 2.064
C 1.042 0.341 2.448
C 2.297 0.931 1.671
C 2.774 2.397 2.024
C 1.740 3.608 2.048
C 1.745 4.071 3.599
C 0.723 5.226 4.001
O 1.192 6.342 4.344
O 2.595 4.678 1.460
S 1.756 5.867 0.645
O 1.931 7.182 1.325
O 2.249 6.011 -0.768
O 0.255 5.091 0.876
C 0.381 3.630 1.194
C 0.682 3.110 -0.327
C 0.025 1.736 -0.755
C 0.999 1.090 -1.893
C 0.779 1.921 -3.252
C 2.042 2.819 -3.690
O 2.895 2.050 -4.598
C 4.012 1.495 -3.881
C 5.346 2.426 -4.009
P -1.314 3.367 1.996
N -1.314 2.683 3.433
O -2.435 2.439 1.056
O -2.087 4.892 2.185
H 0.851 -3.912 1.689
H 0.775 -3.818 3.516
H 2.315 -4.455 2.702
H 2.902 -2.151 1.833
H 2.418 -1.897 3.648
H -0.085 -1.563 2.631
H 0.688 -1.298 0.939
H 1.128 0.404 3.583
H 0.033 0.817 2.168
H 3.177 0.231 1.946
H 2.233 0.834 0.521
H 3.280 2.358 3.060
H 3.639 2.661 1.303
H 2.804 4.408 3.881
H 1.515 3.164 4.273
H -0.406 5.120 4.067
H 1.831 3.128 -0.431
H 0.316 3.917 -1.067
H -1.002 1.926 -1.246
H -0.081 0.938 0.047
H 2.072 1.267 -1.555
H 0.851 -0.034 -1.986
H 0.494 1.209 -4.099
H -0.098 2.636 -3.076
H 1.722 3.753 -4.262
H 2.678 3.170 -2.802
H 3.838 1.374 -2.758
H 4.296 0.458 -4.275
H 6.085 2.095 -3.169
H 5.068 3.512 -3.816
H 5.790 2.276 -5.064
H -0.335 2.441 3.631
H -3.213 2.248 1.651
H -2.555 5.006 1.317
N -1.721 -3.517 1.886
C -2.004 -4.139 0.727
C -2.946 -5.143 0.598
C -3.638 -5.544 1.731
C -3.364 -4.921 2.945
C -2.406 -3.918 2.966
H -1.432 -3.796 -0.133
H -3.134 -5.606 -0.363
H -4.380 -6.332 1.673
H -3.883 -5.208 3.852
H -2.160 -3.400 3.888
O -6.925 -5.333 1.638
H -6.742 -4.457 1.227
H -7.555 -5.862 1.099
H -7.233 -5.238 2.568
F -0.067 7.143 2.891
F -3.341 -7.839 0.781
C 7.766 5.722 -4.449
Cl 7.756 4.028 -4.973
Cl 6.695 5.966 -3.067
H 8.780 5.998 -4.166
H 7.429 6.348 -5.274
N -3.845 3.889 -1.061
H -4.633 4.337 -0.581
H -4.198 3.300 -1.819
H -3.227 4.610 -1.447
H -3.317 3.307 -0.387
Cl -4.164 1.515 3.719
C -5.864 1.597 4.241
C -6.791 0.884 3.279
Cl -6.919 1.732 1.714
H -6.133 2.648 4.355
H -5.916 1.124 5.224
H -7.799 0.841 3.697
H -6.460 -0.137 3.084
N -1.020 -7.385 4.541
O -0.654 -8.516 4.179
O -0.212 -6.430 4.525
O -2.196 -7.199 4.921
C 0.332 -4.977 -5.551
C 0.432 -3.623 -4.862
C 0.829 -3.709 -3.386
O -0.273 -4.166 -2.614
C -0.308 -5.585 -2.417
N -0.918 -2.973 -4.912
H -0.552 -5.539 -5.243
H 0.262 -4.846 -6.636
H 1.215 -5.584 -5.348
H 1.126 -2.978 -5.409
H 1.052 -2.699 -3.027
H 1.729 -4.309 -3.228
H 0.682 -6.041 -2.469
H -0.967 -6.034 -3.162
H -0.736 -5.781 -1.433
H -1.372 -3.042 -5.826
H -0.872 -1.986 -4.642
H -1.515 -3.430 -4.204
Cs 7.915 1.662 -3.091
```

Calculated values
- spin multiplicity = 1
- highest occupied orbital energy (eV) = -6.2
- total charge = +1
- gap between HOMO and LUMO (eV) = 2.3
- E_LUMO (eV) = -3.9
- electronic energy (eV) = -141344.3427

Here are the Löwdin charges for atoms 1 to 4, given in e:
1. C -0.126
2. C -0.251
3. C -0.222
4. C -0.205

The following is a quantum chemistry calculation of a structure of composition C29H64NO13PSi2, from the Open Molecules 2025 dataset.

Structure (XYZ):
```
110
C29H64NO13PSi2 | the Open Molecules 2025 dataset | ωB97M-V with the def2-TZVPD basis set
C 7.331 -2.437 0.177
C 6.133 -1.514 0.387
C 4.823 -2.152 -0.068
O 3.912 -1.209 -0.644
Si 3.016 -0.183 0.264
O 1.510 -0.102 -0.379
Si 0.648 1.253 -0.853
C 1.534 2.038 -2.303
C 2.213 0.994 -3.220
N 3.676 1.142 -3.213
C -1.054 0.637 -1.317
C -1.325 0.323 -2.807
C -1.897 -1.084 -3.153
C -2.195 -2.016 -1.981
C -3.410 -1.583 -1.151
C -4.745 -1.982 -1.786
C -5.926 -2.055 -0.818
C -6.368 -0.728 -0.196
C -5.479 -0.050 0.859
C -4.910 -0.935 1.964
O -5.664 -0.717 3.142
C -5.407 -1.669 4.143
C 0.578 2.458 0.593
C -0.652 3.383 0.567
C -1.837 2.774 1.301
O -1.707 3.014 2.723
C -1.758 1.851 3.458
C -0.559 1.654 4.340
O -2.676 1.087 3.368
P 2.529 -0.711 2.431
O 2.098 -2.300 2.272
O 3.981 -1.073 3.138
H 7.364 -2.808 -0.850
H 8.267 -1.917 0.381
H 7.284 -3.305 0.838
H 6.277 -0.600 -0.194
H 6.077 -1.272 1.450
H 5.049 -2.877 -0.854
H 4.343 -2.700 0.747
H 3.617 1.183 0.254
H 0.804 2.612 -2.881
H 2.283 2.755 -1.955
H 1.849 1.110 -4.243
H 1.939 -0.022 -2.915
H 4.119 0.231 -3.189
H 3.974 1.601 -2.360
H -1.233 -0.228 -0.678
H -1.759 1.401 -0.978
H -2.010 1.076 -3.198
H -0.410 0.458 -3.385
H -1.199 -1.584 -3.827
H -2.818 -0.963 -3.729
H -1.309 -2.104 -1.346
H -2.380 -3.022 -2.368
H -3.351 -2.035 -0.155
H -3.387 -0.502 -1.008
H -4.620 -2.973 -2.236
H -5.001 -1.308 -2.609
H -5.721 -2.814 -0.058
H -6.784 -2.430 -1.384
H -6.486 -0.019 -1.024
H -7.368 -0.858 0.225
H -4.673 0.509 0.383
H -6.087 0.696 1.375
H -4.953 -2.000 1.700
H -3.857 -0.691 2.152
H -5.910 -2.622 3.936
H -5.778 -1.262 5.082
H -4.333 -1.864 4.250
H 0.590 1.915 1.544
H 1.494 3.056 0.557
H -0.958 3.644 -0.451
H -0.411 4.330 1.055
H -2.782 3.172 0.930
H -1.865 1.692 1.162
H -0.868 1.229 5.293
H -0.018 2.585 4.492
H 0.119 0.953 3.848
H 1.164 -2.360 2.036
H 4.477 -0.263 3.311
C -3.194 5.904 1.823
C -3.019 6.950 2.898
O -2.335 8.119 2.406
C -3.083 8.961 1.697
O -4.261 8.852 1.470
O -2.306 9.966 1.289
C -2.979 10.949 0.495
H -2.230 5.655 1.380
H -3.623 4.999 2.254
H -3.854 6.262 1.033
H -2.380 6.583 3.698
H -3.975 7.248 3.327
H -3.860 11.323 1.011
H -3.275 10.524 -0.463
H -2.256 11.745 0.347
C 6.930 -8.275 -4.240
C 7.512 -7.617 -3.010
O 6.616 -6.636 -2.453
C 5.613 -7.128 -1.728
O 5.418 -8.289 -1.477
O 4.860 -6.107 -1.314
C 3.708 -6.488 -0.556
H 6.652 -7.522 -4.979
H 7.671 -8.940 -4.685
H 6.049 -8.861 -3.986
H 8.408 -7.049 -3.252
H 7.759 -8.350 -2.242
H 3.983 -7.139 0.271
H 2.985 -6.995 -1.194
H 3.289 -5.560 -0.177
```

Calculated values
- spin multiplicity = 1
- highest occupied orbital energy (eV) = -8.3
- gap between HOMO and LUMO (eV) = 8.5
- E_LUMO (eV) = 0.2
- electronic energy (eV) = -84267.5111

Here are the Löwdin charges for atoms 1 to 4, given in e:
1. C -0.105
2. C -0.238
3. C -0.255
4. O -0.237

The following is a quantum chemistry calculation of a structure of composition C29H65N3NbO14, from the Open Molecules 2025 dataset.

Structure (XYZ):
```
112
C29H65N3NbO14 | the Open Molecules 2025 dataset | ωB97M-V with the def2-TZVPD basis set
C 0.200 -3.385 0.655
Nb -0.102 -3.146 -1.609
C -2.270 -3.667 -1.156
C -2.924 -4.876 -1.726
N -4.148 -4.851 -2.122
C 0.420 -5.309 -2.022
C 0.154 -6.310 -0.933
O 0.443 -7.497 -1.004
C 2.130 -2.757 -1.449
C 2.774 -2.076 -2.651
N 4.257 -2.021 -2.525
C -0.347 -2.807 -3.830
C -1.769 -2.695 -4.435
C -2.503 -1.356 -4.211
C -3.646 -1.470 -3.238
O -3.846 -0.770 -2.274
O -4.522 -2.462 -3.616
O -0.576 -1.142 -1.208
N 0.073 -0.227 -1.947
O 0.255 0.804 -1.391
H -0.725 -3.542 1.217
H 0.918 -4.178 0.904
H 0.638 -2.441 1.004
H -2.816 -2.807 -1.562
H -2.475 -3.665 -0.078
H -2.339 -5.793 -1.859
H -4.419 -5.754 -2.509
H 1.470 -5.427 -2.316
H -0.179 -5.653 -2.881
H -0.337 -5.956 -0.010
H 2.309 -2.150 -0.551
H 2.659 -3.703 -1.273
H 2.496 -2.609 -3.571
H 2.426 -1.044 -2.741
H 4.620 -1.213 -3.016
H 4.674 -2.842 -2.943
H 0.100 -3.684 -4.327
H 0.249 -1.951 -4.178
H -2.426 -3.499 -4.098
H -1.668 -2.844 -5.519
H -2.956 -1.042 -5.161
H -1.819 -0.558 -3.910
H -4.655 -3.105 -2.893
C -6.877 3.952 -6.765
O -5.471 3.923 -6.804
C -4.930 3.129 -5.759
C -3.476 2.809 -6.015
O -3.276 1.752 -6.942
C -3.462 2.054 -8.312
C -2.309 2.807 -8.935
O -2.383 4.189 -8.637
C -1.181 4.856 -8.932
H -7.244 4.361 -5.815
H -7.214 4.592 -7.578
H -7.300 2.949 -6.900
H -5.490 2.191 -5.669
H -5.013 3.674 -4.809
H -3.057 2.445 -5.076
H -2.928 3.706 -6.313
H -4.401 2.586 -8.483
H -3.522 1.082 -8.807
H -2.337 2.669 -10.026
H -1.367 2.389 -8.558
H -0.351 4.467 -8.330
H -1.324 5.909 -8.698
H -0.919 4.761 -9.994
C 6.729 -2.451 6.571
O 6.060 -2.077 5.394
C 5.705 -3.199 4.604
C 4.687 -2.826 3.551
O 3.366 -2.728 4.048
C 3.012 -1.518 4.692
C 2.731 -0.379 3.740
O 3.943 0.221 3.311
C 3.749 1.023 2.165
H 7.652 -3.002 6.353
H 6.983 -1.539 7.109
H 6.092 -3.075 7.211
H 5.285 -3.988 5.241
H 6.603 -3.594 4.108
H 4.657 -3.636 2.821
H 4.988 -1.912 3.035
H 3.766 -1.218 5.425
H 2.084 -1.743 5.223
H 2.126 0.382 4.253
H 2.170 -0.755 2.877
H 3.402 0.421 1.319
H 4.708 1.472 1.915
H 3.019 1.820 2.354
C 2.940 3.348 5.680
O 1.600 3.397 6.118
C 1.222 2.207 6.786
C -0.034 2.421 7.596
O 0.187 3.076 8.837
C 0.327 4.485 8.788
C -0.986 5.226 8.677
O -1.449 5.228 7.341
C -2.792 5.634 7.243
H 3.113 2.502 5.005
H 3.146 4.275 5.149
H 3.624 3.268 6.535
H 2.030 1.876 7.451
H 1.037 1.423 6.040
H -0.429 1.438 7.860
H -0.784 2.945 7.000
H 1.001 4.790 7.984
H 0.780 4.759 9.743
H -0.843 6.263 9.017
H -1.724 4.746 9.333
H -3.455 4.948 7.784
H -3.060 5.628 6.189
H -2.935 6.647 7.641
```

Calculated values
- spin multiplicity = 1
- highest occupied orbital energy (eV) = -5.0
- total charge = -1
- gap between HOMO and LUMO (eV) = 7.1
- E_LUMO (eV) = 2.1
- electronic energy (eV) = -65802.7201

Here are the Löwdin charges for atoms 1 to 4, given in e:
1. C -0.314
2. Nb 1.845
3. C -0.277
4. C -0.307

The following is a quantum chemistry calculation of a cluster of 6 separate species, C29H66ClN2O7S2 in total, from the Open Molecules 2025 dataset.

Structure (XYZ):
```
107
C29H66ClN2O7S2 | the Open Molecules 2025 dataset | ωB97M-V with the def2-TZVPD basis set
C 0.558 3.901 3.447
C -0.986 3.504 2.961
C -1.004 3.552 1.322
C -2.177 2.625 0.639
C -1.797 1.038 0.479
C -1.741 0.190 1.881
C -0.113 0.106 2.182
C 0.157 -1.458 1.656
N 1.496 -2.067 2.072
C 1.753 -3.057 1.116
S 1.964 -4.493 0.175
C -1.170 -2.134 2.386
N -2.325 -1.209 1.949
C -3.358 -1.522 3.042
C -4.890 -1.680 2.479
C -5.810 -0.323 2.580
C -5.157 0.994 1.850
S -6.595 2.138 1.387
O -6.824 2.001 -0.138
O -6.160 3.612 1.699
Cl -8.323 1.783 2.544
H 0.614 5.045 3.720
H 1.354 3.692 2.589
H 0.813 3.190 4.362
H -1.199 2.450 3.427
H -1.750 4.254 3.478
H 0.050 3.345 0.817
H -1.265 4.679 1.026
H -2.328 3.049 -0.466
H -3.169 2.845 1.220
H -0.804 0.968 -0.165
H -2.642 0.535 -0.195
H -2.411 0.810 2.614
H 0.605 0.713 1.479
H 0.280 0.325 3.262
H -0.075 -1.685 0.512
H -1.009 -1.811 3.524
H -1.296 -3.291 2.187
H -2.638 -1.563 0.999
H -3.247 -0.785 3.960
H -3.049 -2.593 3.466
H -4.867 -2.105 1.381
H -5.432 -2.504 3.142
H -6.817 -0.562 1.986
H -6.048 0.007 3.701
H -4.471 1.639 2.579
H -4.537 0.630 0.901
C 0.717 0.660 -3.951
C 0.973 0.074 -2.572
C 2.007 -1.039 -2.625
O -0.247 -0.440 -2.043
H 0.328 -0.103 -4.635
H -0.039 1.451 -3.899
H 1.633 1.078 -4.379
H 1.316 0.864 -1.895
H 1.664 -1.862 -3.262
H 2.172 -1.459 -1.628
H 2.962 -0.672 -3.013
H -0.560 -1.142 -2.638
C -3.650 7.018 1.998
C -2.483 7.614 2.768
C -2.689 9.098 3.026
O -1.281 7.426 2.025
H -3.760 7.499 1.019
H -3.482 5.952 1.808
H -4.588 7.132 2.551
H -2.364 7.087 3.722
H -2.765 9.652 2.084
H -1.835 9.516 3.570
H -3.598 9.274 3.610
H -1.378 7.890 1.177
C 1.059 -8.550 -2.535
C 0.312 -7.536 -3.387
C 1.219 -6.390 -3.806
O -0.791 -7.019 -2.647
H 1.434 -8.089 -1.615
H 0.390 -9.363 -2.231
H 1.905 -8.978 -3.082
H -0.093 -8.029 -4.277
H 1.600 -5.851 -2.931
H 0.665 -5.661 -4.408
H 2.070 -6.753 -4.391
H -0.441 -6.579 -1.855
C 6.038 -4.321 3.472
C 5.900 -5.675 2.795
C 6.266 -5.599 1.322
O 4.556 -6.133 2.924
H 5.368 -3.584 3.015
H 5.759 -4.389 4.529
H 7.065 -3.949 3.404
H 6.544 -6.405 3.297
H 5.604 -4.907 0.789
H 6.150 -6.578 0.845
H 7.300 -5.265 1.189
H 3.977 -5.491 2.482
C 3.999 2.198 -7.855
C 3.567 2.312 -6.401
C 4.364 3.380 -5.669
O 3.752 1.057 -5.753
H 5.055 1.913 -7.928
H 3.426 1.417 -8.366
H 3.854 3.144 -8.385
H 2.499 2.552 -6.353
H 5.433 3.137 -5.665
H 4.051 3.443 -4.621
H 4.230 4.361 -6.134
H 4.697 0.836 -5.792
```

Calculated values
- spin multiplicity = 1
- highest occupied orbital energy (eV) = -11.8
- total charge = +1
- gap between HOMO and LUMO (eV) = 8.1
- E_LUMO (eV) = -3.7
- electronic energy (eV) = -82632.4217

Here are the Löwdin charges for atoms 1 to 4, given in e:
1. C -0.134
2. C -0.240
3. C -0.208
4. C -0.186